Record 1
Below is one molecule with the formula C3H6N4 in a non-equilibrium geometry, with properties calculated with ωB97M-V/def2-TZVPD.

The spin multiplicity is 1. As for the max |F|: 0.059 Eh/bohr. The value obtained for the total energy is -336.895880 a.u. The gap between HOMO and LUMO is 0.3122 hartree. The energy relative to the best compared isomer or geometry (same formula, charge and spin) comes out at 140.1 kJ/mol. Its SMILES is Cc1nn[nH]c1N.

```
13
Properties=species:S:1:pos:R:3:forces:R:3:mulliken_charge:R:1
C -0.1546 1.0658 1.5492 0.086 -0.035 0.459 -1.13
C -0.2056 0.6859 0.1237 -0.599 -0.581 -0.590 0.60
N -0.7010 1.5368 -0.8178 -0.237 -2.252 -2.026 -0.31
N -0.6705 0.9087 -1.9957 1.397 2.116 0.592 -0.63
N 0.0791 -0.2267 -1.8362 -2.073 0.012 1.138 0.10
C 0.1137 -0.5177 -0.5043 1.075 1.450 -0.408 0.31
N 0.5628 -1.6948 -0.0258 0.749 -1.647 0.967 -0.45
H -0.4138 0.2213 2.1955 0.073 0.083 0.033 0.33
H 0.8497 1.4113 1.8130 -0.092 -0.032 0.165 0.23
H -0.8611 1.8741 1.7613 0.124 -0.140 -0.122 0.33
H 0.1855 -0.8544 -2.6223 -0.253 0.096 0.222 0.24
H 0.5171 -1.8961 0.9702 0.006 0.321 -0.619 0.19
H 0.6989 -2.5142 -0.6107 -0.255 0.610 0.187 0.19
```
Forces are in eV/Å.

Record 2
Below is one molecule with the formula C3H6N4 in a non-equilibrium geometry, with properties calculated with ωB97M-V/def2-TZVPD.

The spin multiplicity is 1. As for the max |F|: 0.160 Eh/bohr. The value obtained for the total energy is -336.703299 a.u. The gap between HOMO and LUMO is 0.3340 hartree. The energy relative to the best compared isomer or geometry (same formula, charge and spin) comes out at 645.7 kJ/mol. Its SMILES is C#C/C(=N/N)NN.

```
13
Properties=species:S:1:pos:R:3:forces:R:3:mulliken_charge:R:1
C 2.2069 0.9707 -1.2789 4.718 -0.320 -0.867 0.13
C 1.2135 0.5413 -0.7684 -1.597 -0.003 2.202 -0.38
C 0.0964 0.1959 0.1517 -3.229 -0.820 -1.206 0.33
N -0.5644 1.0952 0.8163 2.946 -0.049 -1.437 -0.17
N -1.6152 1.0937 1.6512 -3.707 -1.497 -0.724 -0.67
N -0.5893 -1.1410 -0.1350 -1.785 3.289 7.299 -0.19
N 0.0558 -2.0406 -0.8375 0.610 -4.589 -2.857 -0.55
H 3.4017 1.0198 -1.5268 -4.062 0.177 0.456 0.28
H -2.5985 0.4879 1.3980 3.637 1.676 0.436 0.25
H -1.9122 2.0838 1.7235 0.245 -1.051 0.106 0.28
H -0.8509 -1.5265 0.9721 0.604 1.398 -3.826 0.25
H 0.5177 -2.7584 -0.2585 0.097 0.590 -0.421 0.20
H -0.6673 -2.6043 -1.4000 1.523 1.200 0.840 0.26
```
Forces are in eV/Å.

Record 3
Below is one molecule with the formula C3H6N4 in a non-equilibrium geometry, with properties calculated with ωB97M-V/def2-TZVPD.

The spin multiplicity is 1. As for the max |F|: 0.060 Eh/bohr. The value obtained for the total energy is -336.870528 a.u. The gap between HOMO and LUMO is 0.3365 hartree. The energy relative to the best compared isomer or geometry (same formula, charge and spin) comes out at 206.7 kJ/mol. Its SMILES is NNc1cc[nH]n1.

```
13
Properties=species:S:1:pos:R:3:forces:R:3:mulliken_charge:R:1
N -2.4847 -0.3985 0.2314 1.265 -0.205 -2.791 -0.65
N -1.5565 0.6916 -0.2167 -0.662 -1.738 0.633 -0.21
C -0.2101 0.3660 -0.1373 1.695 -1.910 0.675 0.48
C 0.9642 1.1662 0.0302 -0.312 1.506 0.052 -0.50
C 2.0062 0.3120 0.1311 1.257 -2.470 -0.039 -0.30
N 1.4870 -0.9694 -0.0535 2.757 0.906 0.967 0.10
N 0.1686 -0.9539 -0.1302 -1.783 1.310 -0.606 -0.70
H -2.0521 -0.9979 0.9307 0.569 0.721 0.773 0.30
H -2.3010 -1.0716 -0.5667 -1.014 0.939 0.782 0.31
H -1.8329 1.5680 0.1756 0.026 0.217 0.320 0.27
H 1.1575 2.2477 0.0845 -0.776 -0.616 -0.003 0.30
H 3.0902 0.4378 0.4079 -1.470 0.029 -0.673 0.35
H 2.0758 -1.8376 0.0084 -1.551 1.310 -0.090 0.25
```
Forces are in eV/Å.

Record 4
Below is a 2-piece molecular cluster, C3H6N4 overall in a non-equilibrium geometry, with properties calculated with ωB97M-V/def2-TZVPD.

The spin multiplicity is 3. As for the max |F|: 0.088 Eh/bohr. The value obtained for the total energy is -336.664367 a.u. The gap between HOMO and LUMO (spin up / spin down) is 0.3125 / 0.2322 hartree. The energy relative to the best compared isomer or geometry (same formula, charge and spin) comes out at 324.2 kJ/mol.

```
13
Properties=species:S:1:pos:R:3:forces:R:3:mulliken_charge:R:1
C 2.8483 0.3064 0.2252 1.263 0.328 -0.742 -0.71
C -2.3807 0.7600 -0.1527 -3.127 -0.513 -0.350 -0.18
C 1.5446 0.1994 -0.0517 0.325 4.297 1.410 0.17
N 0.9119 -0.9741 -0.1517 0.995 -2.432 -0.580 -0.67
N -1.1029 -1.9411 0.0551 -0.718 -1.186 0.745 -0.97
N -1.2151 0.8995 0.1310 0.665 1.424 0.444 -0.35
N -0.2969 -1.0366 -0.1175 -0.771 -0.679 -0.511 1.11
H 3.4069 1.2733 0.2374 -1.049 -0.752 0.202 0.25
H 3.5289 -0.5534 0.2801 -0.599 0.129 -0.005 0.27
H -3.0093 1.6156 0.0483 -0.627 0.685 -0.052 0.26
H -3.0305 -0.1277 -0.5033 1.346 0.950 0.177 0.19
H 0.8559 1.1480 0.0160 1.593 -1.891 -0.464 0.35
H -2.0611 -1.5692 -0.0162 0.703 -0.360 -0.275 0.28
```
Forces are in eV/Å.

Record 5
Below is one molecule with the formula C3H6N4O in a non-equilibrium geometry, with properties calculated with ωB97M-V/def2-TZVPD.

The spin multiplicity is 1. As for the max |F|: 0.057 Eh/bohr. The value obtained for the total energy is -412.038577 a.u. The gap between HOMO and LUMO is 0.3396 hartree. The energy relative to the best compared isomer or geometry (same formula, charge and spin) comes out at 447.3 kJ/mol. Its SMILES is NNC1=NCC=NO1.

```
14
Properties=species:S:1:pos:R:3:forces:R:3:mulliken_charge:R:1
N -2.7271 -0.4814 0.1083 0.100 0.058 -0.558 -0.63
N -1.7364 0.4454 -0.3162 -0.690 -0.817 0.212 -0.14
C -0.4131 0.1359 -0.2954 -0.466 2.419 -1.331 0.68
N 0.4185 1.0668 -0.5464 -0.398 0.759 1.239 -0.65
C 1.6296 0.8639 0.2230 -0.569 -0.477 0.717 -0.32
C 2.0548 -0.5530 0.0430 -0.538 -1.477 -1.165 -0.08
N 1.2601 -1.4605 -0.3991 1.283 0.507 1.401 -0.42
O -0.0582 -1.1160 -0.1676 -2.336 -1.662 0.564 -0.19
H -2.5814 -1.4011 -0.3528 -0.076 1.063 0.603 0.30
H -2.7032 -0.5520 1.1267 0.131 -0.348 -0.446 0.25
H -1.9735 1.4530 -0.4035 0.260 -1.470 0.193 0.27
H 2.2556 1.4275 -0.4178 1.864 0.978 0.685 0.30
H 1.5381 1.1427 1.3577 0.420 -0.026 -2.064 0.22
H 3.0363 -0.9712 0.0400 1.015 0.493 -0.050 0.42
```
Forces are in eV/Å.

Record 6
Below is one molecule with the formula C3H6N4O in a non-equilibrium geometry, with properties calculated with ωB97M-V/def2-TZVPD.

The spin multiplicity is 1. As for the max |F|: 0.119 Eh/bohr. The value obtained for the total energy is -412.048763 a.u. The gap between HOMO and LUMO is 0.3658 hartree. The energy relative to the best compared isomer or geometry (same formula, charge and spin) comes out at 420.5 kJ/mol. Its SMILES is CNn1[nH]cnc1=O.

```
14
Properties=species:S:1:pos:R:3:forces:R:3:mulliken_charge:R:1
C -2.0672 0.5035 1.6060 -0.096 -0.990 -0.588 -0.58
N -0.5458 0.2825 1.3652 -1.313 -4.542 0.020 -0.46
N -0.2310 0.5788 0.0127 1.065 -0.486 -1.522 0.20
N 1.0859 1.1102 -0.0511 1.199 -2.406 -0.112 -0.32
C 1.9624 0.3000 -0.8418 -4.087 1.703 0.874 0.15
N 1.2533 -0.6868 -1.2450 0.773 -1.778 -1.514 -0.56
C -0.1030 -0.6936 -0.7511 5.007 3.465 0.356 0.36
O -0.7622 -1.6504 -0.6955 -2.468 -1.611 0.160 -0.43
H -2.3045 1.3525 0.9349 -0.101 -0.512 0.382 0.30
H -2.6869 -0.4580 1.2244 1.287 2.335 1.186 0.21
H -2.3314 0.8543 2.6890 0.828 -1.121 -1.927 0.24
H -0.3658 -0.8922 1.2167 -1.174 3.825 2.202 0.30
H 1.0950 2.0663 -0.0380 0.311 2.738 0.048 0.24
H 3.0005 0.6286 -1.1139 -1.230 -0.620 0.437 0.35
```
Forces are in eV/Å.

Record 7
Below is C3H6N4O as an isolated structure in a non-equilibrium geometry, with properties calculated with ωB97M-V/def2-TZVPD.

The spin multiplicity is 1. As for the max |F|: 0.138 Eh/bohr. The value obtained for the total energy is -411.983163 a.u. The gap between HOMO and LUMO is 0.3416 hartree. The energy relative to the best compared isomer or geometry (same formula, charge and spin) comes out at 592.8 kJ/mol.

```
14
Properties=species:S:1:pos:R:3:forces:R:3:mulliken_charge:R:1
C -1.7967 -0.5667 -0.1613 -0.255 1.341 1.245 -0.04
C -0.3888 -0.2410 -0.3173 1.285 1.087 0.584 0.03
C 2.5720 0.2313 0.1457 -2.557 2.475 -1.769 0.02
H -4.3248 0.9337 -0.0457 0.613 -1.670 0.360 0.36
H -2.1772 -1.6451 -0.1336 0.262 1.825 -0.326 0.33
H -0.1690 0.8585 -0.5013 -0.096 -1.793 -0.021 0.36
H 2.3871 -1.8154 0.7103 -2.141 3.105 -3.801 0.31
H 3.6577 0.2969 0.4098 -1.053 -0.913 0.046 0.30
H 2.3546 2.1912 0.0710 -0.515 -1.651 -0.533 0.20
N -2.4780 0.5229 0.1136 -0.781 -3.996 -1.794 -0.31
N 0.4715 -1.1482 -0.0276 0.788 0.469 -0.644 -0.35
N 1.8711 -0.9512 -0.1568 2.726 -4.456 4.822 -0.30
N 1.8630 1.2742 -0.1639 2.342 1.365 1.436 -0.51
O -3.8426 0.0588 0.0572 -0.619 2.812 0.396 -0.40
```
Forces are in eV/Å.

Record 8
Below is one molecule with the formula C3H6N4O in a non-equilibrium geometry, with properties calculated with ωB97M-V/def2-TZVPD.

The spin multiplicity is 1. As for the max |F|: 0.179 Eh/bohr. The value obtained for the total energy is -411.937829 a.u. The gap between HOMO and LUMO is 0.3116 hartree. The energy relative to the best compared isomer or geometry (same formula, charge and spin) comes out at 711.8 kJ/mol. Its SMILES is N/N=c1\ccn(N)o1.

```
14
Properties=species:S:1:pos:R:3:forces:R:3:mulliken_charge:R:1
N -2.9035 -0.1989 0.0799 -0.250 -1.162 0.870 -0.52
N -1.6783 -0.9948 -0.0814 -6.452 -2.944 -0.849 -0.29
C -0.6914 -0.3372 -0.0840 5.621 -0.380 0.424 0.43
C -0.3823 0.9563 0.0958 3.493 8.419 -1.414 -0.23
C 1.0128 1.1751 -0.0384 -1.776 1.219 1.674 -0.19
N 1.5925 -0.0785 -0.3469 1.803 0.138 1.511 0.17
N 2.8809 -0.6510 0.0910 -0.578 -1.924 -1.010 -0.63
O 0.5895 -0.9950 -0.0229 -1.510 -1.174 -0.610 -0.31
H -3.3123 0.3236 -0.7273 0.974 -1.204 0.486 0.21
H -3.5418 -0.9358 0.4349 0.176 1.202 -0.768 0.26
H -0.9316 1.9565 -0.1373 0.218 -2.420 1.049 0.22
H 1.4124 2.3247 0.2127 -0.258 -3.798 -1.292 0.29
H 2.9530 -0.9857 1.1554 -0.998 0.825 -3.009 0.29
H 3.0001 -1.5593 -0.6315 -0.464 3.203 2.938 0.32
```
Forces are in eV/Å.

Record 9
Below is one molecule with the formula C3H6N4O in a non-equilibrium geometry, with properties calculated with ωB97M-V/def2-TZVPD.

The spin multiplicity is 1. As for the max |F|: 0.122 Eh/bohr. The value obtained for the total energy is -412.016725 a.u. The gap between HOMO and LUMO is 0.3236 hartree. The energy relative to the best compared isomer or geometry (same formula, charge and spin) comes out at 504.7 kJ/mol. Its SMILES is [H]/N=c1\c(N)c[nH]n1O.

```
14
Properties=species:S:1:pos:R:3:forces:R:3:mulliken_charge:R:1
H 0.4509 2.3143 0.2380 0.064 0.482 -0.165 0.25
N -0.4032 1.9050 -0.1233 0.730 -0.894 0.185 -0.77
C -0.2325 0.6452 -0.2435 -1.831 -0.125 -0.648 0.41
C 0.8421 -0.3481 -0.1323 1.534 1.926 0.556 0.75
N 2.0973 0.2829 0.1362 0.388 -2.599 0.574 -0.54
C 0.2898 -1.5655 -0.1119 -1.961 0.734 0.911 -0.81
N -1.1680 -1.3971 -0.1430 0.662 -3.479 0.738 -0.33
N -1.4188 -0.1090 -0.5688 0.600 -0.025 1.426 -0.01
O -2.4637 0.3005 0.3132 1.022 5.461 -2.863 -0.58
H 2.9263 -0.3283 0.3847 -1.609 1.138 -0.758 0.23
H 2.2805 0.9990 -0.5318 0.545 0.315 -0.423 0.24
H 0.6680 -2.5633 0.0411 0.201 0.132 -0.072 0.41
H -1.6479 -1.5399 0.8195 1.228 0.335 -1.966 0.29
H -2.2207 1.4044 -0.0783 -1.574 -3.401 2.504 0.45
```
Forces are in eV/Å.

Record 10
Below is a 2-piece molecular cluster, C3H6N4O2 overall in a non-equilibrium geometry, with properties calculated with ωB97M-V/def2-TZVPD.

The spin multiplicity is 3. As for the max |F|: 0.120 Eh/bohr. The value obtained for the total energy is -487.197359 a.u. The gap between HOMO and LUMO (spin up / spin down) is 0.2167 / 0.2771 hartree. The energy relative to the best compared isomer or geometry (same formula, charge and spin) comes out at 46.0 kJ/mol.

```
15
Properties=species:S:1:pos:R:3:forces:R:3:mulliken_charge:R:1
C -3.2049 0.6699 -0.2567 -2.362 -2.532 -0.125 0.03
C 2.2014 0.9670 0.3803 -0.863 1.541 -1.799 -0.80
C 1.9160 -0.4251 -0.0990 0.177 -0.509 -0.032 0.73
N -3.6478 -0.5442 0.0954 -2.911 0.319 -0.327 -0.24
N -2.6583 -1.2966 0.4578 -4.237 -2.283 0.207 -0.47
N -1.6034 -0.5286 0.3326 3.509 0.569 1.321 0.68
N -1.8328 0.6373 -0.1270 3.502 4.850 -1.447 -0.66
O 0.9044 -1.0694 0.0822 1.004 0.163 0.090 -0.68
O 2.9296 -0.9418 -0.8201 -0.465 -2.002 -0.108 -0.48
H -3.7406 1.3161 -0.9398 -0.042 0.085 0.414 0.35
H 1.2166 1.5832 0.1805 2.166 -0.936 0.061 0.24
H 2.3556 1.0628 1.4280 0.018 -0.496 1.011 0.27
H 3.1617 1.3485 -0.0997 -1.635 -0.226 0.335 0.28
H -0.6920 -0.8564 0.3933 1.755 -0.818 0.061 0.40
H 2.6944 -1.9229 -1.0077 0.384 2.275 0.336 0.37
```
Forces are in eV/Å.